Below is a single C3H3N3O molecule at a distorted geometry, with properties calculated with ωB97M-V with the def2-TZVPD basis set.

Bonds (Å) are listed after each position.
CARTESIAN COORDINATES (ANGSTROEM)
1 N -2.09481 -1.09788 0.80960  C2 1.178, H8 1.195
2 C -1.92290 -0.24352 0.01769  N1 1.178, N3 1.220
3 N -1.34074 0.62961 -0.60484  C2 1.220, C4 1.364
4 C 0.01818 0.65802 -0.49096  N3 1.364, N5 1.280, H9 1.089
5 N 0.71579 -0.22113 0.12457  C4 1.280, C6 1.398
6 C 2.09790 -0.01916 0.18241  N5 1.398, O7 1.210, H10 1.102
7 O 2.66088 1.04984 0.10909  C6 1.210
8 H -3.23998 -1.29554 0.53058  N1 1.195
9 H 0.46167 1.50417 -1.01385  C4 1.089
10 H 2.64402 -0.96440 0.33571  C6 1.102

**LUMO**: -0.1 eV
**SMILES**: N=C=N/C=N/C=O
**Orbital gap**: 9.87 eV
**M**: 97.08 g mol⁻¹
**Total energy**: -9674.5760 eV
**Energy relative to the best compared isomer or geometry (same formula, charge and spin)**: 277.7 kJ/mol